Density functional theory data (wB97M-V/def2-TZVPD) for a structure of composition C45H37ClN6O6PPb.

Calculated values
- HOMO: -9.87 eV
- Total charge: +1

Last column: Mulliken charge in e.
Positions of all 97 atoms, in Å:
Pb  -0.25806  -0.58012  -0.94329  1.519
C  0.25642  -3.88433  -2.66777  -1.079
O  0.92296  -2.90324  -1.88104  -0.298
C  1.80981  -3.33040  -0.93079  0.192
C  2.10810  -4.66585  -0.70830  -0.662
C  3.03917  -5.01793  0.25878  -0.746
C  3.67673  -4.03619  1.00095  -1.060
C  3.37581  -2.70267  0.77827  -0.070
C  2.43784  -2.32878  -0.17865  0.680
N  2.05977  -0.97577  -0.41077  0.157
N  2.93873  -0.14398  -0.01188  -0.276
C  2.89820  1.18605  -0.20002  -0.373
C  1.99061  1.90059  -1.05550  0.829
O  0.86995  1.45509  -1.45759  -0.850
C  2.38220  3.21690  -1.49265  -0.280
C  3.47759  3.83695  -1.00925  -0.584
C  4.31335  3.22369  -0.01998  0.759
C  5.40916  3.90962  0.53043  -1.066
C  6.19873  3.31828  1.48579  -0.520
C  5.90304  2.01842  1.91163  -0.916
C  4.83933  1.32795  1.37675  -0.645
C  4.02507  1.90808  0.39023  0.657
H  0.97030  -4.45160  -3.26614  0.404
H  -0.32549  -4.56344  -2.04123  0.433
H  -0.41202  -3.33758  -3.32805  0.227
H  1.63136  -5.44012  -1.29211  0.468
H  3.26515  -6.06320  0.42296  0.438
H  4.41182  -4.30870  1.74670  0.429
H  3.85860  -1.92288  1.35002  0.417
H  1.73828  3.69376  -2.22137  0.597
H  3.73469  4.83214  -1.35588  0.427
H  5.62532  4.91409  0.18426  0.483
H  7.04487  3.84704  1.90426  0.435
H  6.52262  1.55223  2.66733  0.433
H  4.61570  0.32538  1.71223  0.431
O  -4.55436  1.22720  -0.91814  -0.705
Cl  -3.59531  0.26645  -0.50324  1.960
O  -4.06139  -0.50546  0.60562  -0.688
O  -3.23676  -0.60204  -1.59947  -0.706
O  -2.36690  0.97448  -0.07880  -0.786
N  0.45429  -2.15251  2.26874  0.594
C  -0.51476  -2.91645  1.62796  0.366
C  -0.80147  -4.18084  2.15392  -1.306
C  -1.78146  -4.93904  1.55500  -0.461
C  -2.46157  -4.42564  0.45406  -1.015
C  -2.09561  -3.18505  -0.01397  -0.362
N  -1.12149  -2.45135  0.54808  0.595
C  0.59228  -0.78592  2.46365  0.177
C  1.24000  -0.42857  3.64980  -1.327
C  1.36234  0.89966  3.97255  -1.553
C  0.85438  1.84402  3.10418  -1.004
C  0.28224  1.42058  1.90859  0.397
N  0.15109  0.12148  1.57620  0.704
H  0.93981  -2.67858  2.97529  0.281
H  -0.27095  -4.53954  3.02675  0.463
H  -2.02973  -5.91587  1.94816  0.459
H  -3.25504  -4.97891  -0.02676  0.467
H  -2.58451  -2.73618  -0.87016  0.513
H  1.60907  -1.19823  4.31486  0.458
H  1.85303  1.20332  4.88775  0.496
H  0.94009  2.89714  3.31791  0.437
H  -0.39234  2.02422  0.06907  -0.162
N  -0.08037  2.39456  0.96476  1.762
P  -0.85637  3.83656  1.31697  1.190
C  -1.93082  3.60733  2.72277  0.642
C  -1.75265  4.31788  3.90599  -0.630
C  -2.58031  4.04974  4.98432  -0.752
C  -3.57236  3.08352  4.87645  -0.590
C  -3.74560  2.37695  3.69207  -0.862
C  -2.92499  2.63246  2.60701  -0.448
C  0.40695  5.07629  1.61355  0.824
C  0.01273  6.41485  1.67515  -0.588
C  0.96430  7.40228  1.85830  -0.823
C  2.30585  7.05674  1.96967  -0.875
C  2.69950  5.72896  1.89084  -1.191
C  1.75354  4.73189  1.70657  0.217
C  -1.76951  4.33272  -0.12833  0.807
C  -3.06023  4.83703  -0.00169  -0.714
C  -3.74019  5.24753  -1.13746  -0.675
C  -3.13682  5.14560  -2.38122  -0.619
C  -1.84549  4.64593  -2.50060  -0.902
C  -1.15114  4.24054  -1.37684  -0.283
H  -0.97743  5.07150  3.98069  0.419
H  -2.45036  4.59209  5.91150  0.447
H  -4.21432  2.88219  5.72394  0.426
H  -4.51893  1.62490  3.60898  0.532
H  -3.04009  2.07339  1.68303  0.292
H  -1.03519  6.67375  1.57161  0.491
H  0.66310  8.44013  1.90662  0.434
H  3.04970  7.83057  2.10835  0.433
H  3.74607  5.46194  1.96220  0.547
H  2.06508  3.69941  1.61206  0.343
H  -3.52784  4.90614  0.97251  0.473
H  -4.74821  5.63006  -1.05182  0.447
H  -3.68043  5.44756  -3.26632  0.435
H  -1.38272  4.56596  -3.47526  0.478
H  -0.14351  3.84859  -1.46497  0.027

---

Density functional theory data (wB97M-V/def2-TZVPD) for a structure of composition C45H37EuF9N3O2PS in a non-equilibrium geometry.

Calculated values
- HOMO (spin up / spin down): -13.39 / -13.48 eV
- ⟨S²⟩: 15.7595
- Total charge: +2
- Spin multiplicity: 8

Last column: Mulliken spin population.
Positions of all 99 atoms, in Å:
Eu  -0.51044  -1.14372  0.52978  6.978
C  -2.71325  -3.40618  3.65637  0.003
C  -2.65488  -2.42623  2.55131  -0.023
C  -2.40825  -1.07951  2.88052  0.019
C  -2.81090  -0.05445  2.02369  0.004
C  -3.61979  -0.38010  0.91360  -0.003
C  -3.72586  -1.70405  0.46205  -0.004
C  -3.13055  -2.69656  1.24995  0.007
H  -3.67026  -3.90376  3.78167  0.000
H  -2.53732  -2.90585  4.59114  0.000
H  -1.98059  -4.25778  3.62557  0.000
H  -1.91500  -0.81843  3.84791  0.005
H  -2.54330  0.97767  2.15241  0.007
H  -4.00879  0.41131  0.30878  0.002
H  -4.24187  -1.91972  -0.53053  0.001
H  -3.07119  -3.68462  0.87789  0.002
C  4.11537  -0.31594  -0.70688  0.000
N  3.68463  -0.72811  0.65992  0.001
C  4.47668  -0.60970  1.81598  0.000
C  3.87825  -0.66614  3.01234  0.001
C  2.46590  -0.98122  3.07454  0.001
N  1.70168  -1.04684  1.95237  0.015
C  2.28688  -0.81800  0.74658  -0.027
O  1.65598  -0.73316  -0.34145  -0.014
N  1.83109  -1.00444  4.22914  0.000
H  3.72363  0.69889  -0.98744  0.000
H  3.75771  -1.09914  -1.39451  0.000
H  5.19975  -0.29150  -0.76807  0.000
H  5.54996  -0.47918  1.65790  0.000
H  4.48366  -0.45662  3.89669  0.000
H  2.34774  -1.01915  5.09898  0.000
H  0.85681  -1.24537  4.24715  0.002
F  3.20511  2.74903  5.10831  0.000
C  3.24388  3.66293  4.11527  0.000
F  3.11764  4.91284  4.70872  0.000
F  4.50400  3.65163  3.57021  0.000
C  2.22732  3.33754  3.05632  -0.001
C  1.14356  2.48282  3.42928  0.002
C  0.24220  2.16734  2.42560  0.004
C  0.30382  2.71542  1.16959  -0.019
C  1.39524  3.51703  0.79803  0.002
C  2.38492  3.82771  1.73315  0.001
P  -1.10302  2.34628  0.03070  0.024
C  -2.12769  3.80233  0.56019  0.000
C  -3.46710  3.58415  0.90108  0.001
C  -4.24352  4.71872  1.27709  -0.001
C  -3.60572  6.00206  1.28126  0.000
C  -2.24427  6.18095  1.00398  0.000
C  -1.55057  5.04860  0.66033  0.002
C  -4.57637  7.15008  1.47123  0.000
F  -5.24477  7.44737  0.33407  0.000
F  -3.99986  8.28657  1.96185  0.000
F  -5.52769  6.84271  2.43875  0.000
C  -0.47794  2.78688  -1.64824  -0.006
C  -1.25076  3.64427  -2.48263  0.000
C  -0.81909  3.82754  -3.80667  0.000
C  0.39132  3.22720  -4.25764  0.000
C  1.19218  2.48284  -3.36603  0.001
C  0.68577  2.12332  -2.09693  0.009
C  0.77517  3.37906  -5.68019  0.000
F  1.95179  4.14786  -5.81279  0.000
F  0.91453  2.11991  -6.22750  0.000
F  -0.13878  4.01212  -6.50019  0.000
H  1.08170  2.10678  4.45053  0.000
H  -0.55115  1.44378  2.68728  -0.002
H  1.57007  3.81635  -0.24618  0.000
H  3.22744  4.48651  1.54437  0.000
H  -3.87442  2.54818  0.87817  0.002
H  -5.33216  4.60196  1.41603  0.000
H  -1.81742  7.19658  0.98540  0.000
H  -0.47094  5.12811  0.38913  0.000
H  -2.12130  4.13872  -2.05195  0.000
H  -1.45522  4.21401  -4.59020  0.000
H  2.11876  2.10457  -3.75426  0.000
H  1.16074  1.39625  -1.46963  -0.006
O  -0.56742  -3.06396  -0.81711  0.005
S  0.83147  -3.68926  -1.05943  0.003
C  0.53574  -5.42861  -0.90096  -0.001
C  1.60200  -6.24444  -0.52369  0.000
C  1.37369  -7.62272  -0.45692  0.000
C  0.16053  -8.15242  -0.82215  0.000
C  -0.87921  -7.35089  -1.10521  0.000
C  -0.75420  -5.95344  -1.09172  0.001
C  0.74945  -3.81195  -2.89903  0.000
C  -0.43039  -3.93880  -3.60800  0.001
C  -0.35415  -4.27932  -4.95045  0.000
C  0.88081  -4.39024  -5.57686  0.000
C  2.05798  -4.16514  -4.86435  0.000
C  1.99815  -3.90536  -3.50871  0.000
H  2.57210  -5.79640  -0.35307  0.000
H  2.24636  -8.25645  -0.11437  0.000
H  -0.01275  -9.23004  -0.98597  0.000
H  -1.89393  -7.77266  -1.17905  0.000
H  -1.61374  -5.32036  -1.28376  0.000
H  -1.35887  -4.00602  -3.01687  0.000
H  -1.28680  -4.34769  -5.47939  0.000
H  0.88267  -4.61473  -6.67898  0.000
H  3.03721  -4.40515  -5.32025  0.000
H  2.91242  -3.83326  -2.91403  0.000